No. 1
The following is a quantum chemistry calculation of a cluster of 2 separate species, C3H11NOS in total in a non-equilibrium geometry, from the OMol25 dataset.

Each line ends with the Mulliken charge.
CARTESIAN COORDINATES (ANGSTROEM)
C: 1.52 1.48 0.70  -0.99
N: 0.96 0.15 0.49  -0.11
C: -0.48 -0.08 0.76  -1.42
C: -1.36 -0.81 -0.19  -2.02
S: -2.87 -1.45 0.71  0.33
H: 2.51 1.62 0.30  0.39
H: 1.11 2.33 0.16  0.31
H: 1.39 1.79 1.85  0.32
H: 1.47 -0.63 0.96  0.27
H: -0.95 0.90 0.94  0.27
H: -0.59 -0.80 1.60  0.44
H: -0.76 -1.63 -0.60  0.26
H: -1.57 -0.20 -1.04  0.41
H: -2.49 -2.75 0.23  0.46
H: 0.66 0.09 -3.11  0.30
H: 0.77 0.30 -1.52  0.28
O: 0.68 -0.30 -2.24  -0.48

Values from the calculation:
HOMO level (spin up / spin down) (eV): 1.1 / -4.9
Multiplicity: 2
Frontier orbital gap (spin up / spin down) (Eh): 0.077 / 0.294
Net charge: -1

***

No. 2
The following is a quantum chemistry calculation of a cluster of 2 separate species, C3H11NOS in total in a non-equilibrium geometry, from the OMol25 dataset.

Each line ends with the Mulliken charge.
CARTESIAN COORDINATES (ANGSTROEM)
C: -2.16 0.72 1.66  -0.90
S: -2.12 -0.04 0.03  -0.07
C: -2.53 1.52 -0.86  -0.80
H: -1.76 1.75 1.58  0.28
H: -1.64 0.17 2.43  0.32
H: -3.15 0.84 2.09  0.34
H: -3.14 1.24 -1.76  0.32
H: -3.26 2.02 -0.24  0.29
H: -1.53 2.02 -1.13  0.23
N: 2.04 -1.57 0.19  -0.48
C: 2.78 -0.34 -0.17  -0.26
O: 4.06 -0.42 -0.86  -0.53
H: 1.41 -1.92 -0.54  0.21
H: 2.81 -2.17 0.47  0.24
H: 2.15 0.27 -0.84  0.26
H: 2.93 0.10 0.82  0.27
H: 3.95 -0.47 -1.81  0.30

Values from the calculation:
SMILES string: CSC.NCO
HOMO level (eV): -8.5
Frontier orbital gap (Eh): 0.342
Net charge: 0

***

No. 3
The following is a quantum chemistry calculation of a cluster of 2 separate species, C3H11NOS in total in a non-equilibrium geometry, from the OMol25 dataset.

Each line ends with the Mulliken charge.
CARTESIAN COORDINATES (ANGSTROEM)
C: 0.18 -0.12 2.39  -1.11
C: -0.63 -0.53 1.18  0.16
S: -2.07 -1.49 1.50  -0.25
H: 0.00 -0.75 3.29  0.33
H: -0.27 0.83 2.77  0.32
H: 1.26 0.10 2.21  0.28
H: -0.88 0.50 0.86  0.19
H: -0.08 -1.09 0.36  -0.05
H: -2.58 -0.59 2.42  0.11
N: 0.72 -0.12 -3.07  -0.60
C: 1.06 0.35 -1.73  -0.10
O: -0.01 0.95 -0.98  -0.46
H: -0.27 -0.48 -3.00  0.27
H: 0.77 0.69 -3.75  0.23
H: 1.29 -0.61 -1.11  0.14
H: 2.07 0.89 -1.82  0.29
H: -0.55 1.47 -1.52  0.23

Values from the calculation:
SMILES string: CCS.NCO
HOMO level (eV): -8.6
Frontier orbital gap (Eh): 0.342
Net charge: 0

***

No. 4
The following is a quantum chemistry calculation of a cluster of 3 separate species, C3H11NOS2 in total in a non-equilibrium geometry, from the OMol25 dataset.

Each line ends with the Mulliken charge.
CARTESIAN COORDINATES (ANGSTROEM)
N: 1.55 1.59 -0.27  -0.79
C: 0.46 0.51 -0.25  -0.03
C: -0.98 1.11 -0.11  -0.95
S: -2.01 -1.75 1.14  -0.19
S: -0.87 -2.57 -0.26  0.06
C: 0.16 -3.61 0.72  -0.76
H: 1.76 1.82 0.70  0.23
H: 1.15 2.54 -0.59  0.43
H: 0.70 -0.26 0.50  0.09
H: 0.61 0.07 -1.23  0.16
H: -0.79 2.15 0.03  0.36
H: -1.68 1.15 -0.96  0.26
H: -0.45 -4.28 1.32  0.31
H: 0.85 -2.99 1.33  0.27
H: 0.73 -4.34 0.07  0.28
H: 0.26 4.30 -1.83  0.12
H: -1.59 0.74 0.70  0.26
O: 0.16 3.82 -1.01  -1.10

Values from the calculation:
HOMO level (spin up / spin down) (eV): -3.0 / -3.0
Multiplicity: 2
Frontier orbital gap (spin up / spin down) (Eh): 0.206 / 0.142
Net charge: -1

***

No. 5
The following is a quantum chemistry calculation of a cluster of 2 separate species, C3H11NOS2 in total in a non-equilibrium geometry, from the OMol25 dataset.

Each line ends with the Mulliken charge.
CARTESIAN COORDINATES (ANGSTROEM)
N: -2.73 0.07 1.08  -0.55
C: -1.25 0.13 1.40  -0.30
C: -0.57 -0.79 0.34  -0.84
S: 1.28 -0.77 0.70  -0.11
S: 2.13 0.20 -0.84  -0.08
C: 3.04 -0.85 -2.04  -0.74
H: -3.14 -0.37 1.90  0.22
H: -2.88 -0.64 0.37  0.24
H: -1.00 1.18 1.43  0.25
H: -1.04 -0.23 2.41  0.30
H: -0.93 -1.78 0.63  0.37
H: -0.83 -0.48 -0.67  0.44
H: 2.52 -0.70 -3.00  0.25
H: 4.03 -0.44 -2.13  0.28
H: 3.13 -1.92 -1.82  0.28
H: -3.90 2.21 0.54  0.31
H: -4.40 3.39 -0.21  0.31
O: -4.38 2.43 -0.28  -0.64

Values from the calculation:
SMILES string: CSSCCN.O
HOMO level (eV): -8.7
Frontier orbital gap (Eh): 0.348
Net charge: 0

***

No. 6
The following is a quantum chemistry calculation of a cluster of 2 separate species, C3H11NOS2 in total in a non-equilibrium geometry, from the OMol25 dataset.

Each line ends with the Mulliken charge.
CARTESIAN COORDINATES (ANGSTROEM)
S: -2.03 2.30 1.55  -0.21
S: -1.43 1.54 -0.34  -0.04
C: 0.13 0.69 -0.28  -0.79
C: 0.10 -0.80 -0.55  -0.40
C: -0.38 -1.12 -2.00  -0.35
N: 0.21 -2.40 -2.41  -0.62
H: -2.49 3.49 1.26  0.14
H: 0.82 1.17 -0.98  0.37
H: 0.59 0.93 0.72  0.29
H: 0.98 -1.40 -0.28  0.37
H: -0.59 -1.16 0.21  0.22
H: -1.46 -1.13 -2.12  0.30
H: -0.05 -0.27 -2.60  0.27
H: 0.54 -2.42 -3.37  0.22
H: 1.05 -2.63 -1.91  0.23
H: 0.63 1.32 4.62  0.32
H: 1.80 0.56 3.98  0.31
O: 1.58 1.32 4.51  -0.63

Values from the calculation:
SMILES string: NCCCSS.O
HOMO level (eV): -8.6
Frontier orbital gap (Eh): 0.325
Net charge: 0

***

No. 7
The following is a quantum chemistry calculation of a cluster of 3 separate species, C3H11NS in total in a non-equilibrium geometry, from the OMol25 dataset.

Each line ends with the Mulliken charge.
CARTESIAN COORDINATES (ANGSTROEM)
C: 0.41 -1.14 1.42  -1.03
C: -0.36 0.10 1.00  -0.28
N: 0.40 0.85 -0.04  -0.42
C: -0.43 1.96 -0.51  -0.90
H: 1.35 -0.92 1.93  0.29
H: -0.19 -1.71 2.14  0.35
H: 0.54 -1.83 0.59  0.22
H: -1.35 -0.22 0.62  0.28
H: -0.51 0.77 1.86  0.41
H: 0.50 0.16 -0.82  0.05
H: 1.47 -1.33 -1.29  0.20
H: -1.43 1.60 -0.82  0.33
H: 0.12 2.37 -1.37  0.33
H: -0.50 2.76 0.21  0.29
S: -0.36 -1.40 -1.98  -0.30
H: 0.33 -2.02 -2.95  0.16

Values from the calculation:
HOMO level (eV): -8.9
Frontier orbital gap (Eh): 0.279
Net charge: 0

***

No. 8
The following is a quantum chemistry calculation of a cluster of 2 separate species, C3H11NS2 in total in a non-equilibrium geometry, from the OMol25 dataset.

Each line ends with the Mulliken charge.
CARTESIAN COORDINATES (ANGSTROEM)
C: -2.32 1.17 -0.78  -0.75
S: -2.22 -0.35 0.19  -0.06
S: -1.90 -1.69 -1.37  -0.20
H: -1.35 1.40 -1.21  0.28
H: -2.64 1.92 -0.05  0.28
H: -3.06 1.03 -1.56  0.35
H: -0.77 -1.13 -1.84  0.18
C: 2.09 -1.26 0.48  -0.92
N: 1.23 -0.18 0.00  -0.30
C: 0.95 0.86 0.98  -0.83
H: 2.27 -1.95 -0.30  0.32
H: 3.01 -0.86 0.90  0.31
H: 1.63 -1.82 1.31  0.30
H: 0.37 -0.61 -0.34  0.13
H: 0.47 1.67 0.44  0.26
H: 1.92 1.23 1.33  0.38
H: 0.32 0.56 1.82  0.26

Values from the calculation:
SMILES string: CNC.CSS
HOMO level (eV): -8.6
Frontier orbital gap (Eh): 0.335
Net charge: 0

***

For the records above, the corresponding energy above the lowest of the compared OMol25 structures with the same formula, charge and spin values read 1.841 1.319 1.681 1.602 0.683 1.025 2.989 0.556 eV.